109
Properties=species:S:1:pos:R:3:forces:R:3:mulliken_charge:R:1 method="wB97M-V/def2-TZVPD" orbital_gap_ha=0.27927 total_charge=0 e_homo_ev=-8.68 smiles="C[C@@H](Cl)Cc1ccc(O)c2c1C(=O)c1cccc(P(O)Cl)c1C2=O.Fc1ccccc1.Fc1ccccc1.Fc1ccccc1.Fc1ccccc1.Fc1ccccc1.Fc1ccccc1"
C 2.005 1.377 3.232 -0.236 -0.854 -0.215 -0.845
C 1.535 0.060 2.399 0.619 0.038 1.870 0.335
Cl 0.724 0.513 0.817 0.497 -0.213 0.880 -0.201
C 2.798 -0.962 2.206 -0.921 -0.139 0.181 -1.038
C 2.532 -2.161 3.246 -0.154 -2.647 1.832 0.068
C 3.340 -2.329 4.585 -3.019 -2.468 -0.603 -0.407
C 2.989 -3.482 5.559 -1.687 0.260 -2.474 -0.408
C 1.856 -4.539 5.297 0.556 2.396 -2.610 0.186
O 1.538 -5.598 6.205 1.699 2.199 -1.544 -0.477
C 1.067 -4.366 3.973 1.388 1.692 0.359 0.341
C 1.415 -3.195 2.978 1.211 -0.017 2.105 0.432
C 0.515 -3.084 1.641 0.300 -0.208 -1.107 0.212
O 0.988 -2.866 0.502 -1.658 -0.531 3.924 -0.510
C -1.060 -3.332 1.899 -1.857 -0.540 0.693 0.396
C -2.125 -2.434 1.216 -0.875 -3.347 2.667 -0.433
C -3.617 -2.723 1.563 3.435 -1.984 1.509 -0.268
C -3.971 -3.881 2.566 2.454 1.322 -1.075 -0.560
C -2.895 -4.779 3.251 1.232 3.761 -1.952 0.078
P -3.418 -6.115 4.479 -1.341 -0.716 0.120 0.260
O -4.886 -5.503 5.151 2.853 1.201 -0.957 -0.493
Cl -2.075 -6.157 6.154 -0.675 0.806 -0.922 -0.217
C -1.410 -4.495 2.899 -1.703 1.991 -1.298 0.509
C -0.167 -5.312 3.534 0.446 -1.394 0.167 -0.199
O -0.139 -6.560 3.639 -0.366 4.461 -0.336 -0.456
H 3.021 1.124 3.712 -1.613 0.607 -0.770 0.098
H 1.264 1.589 4.092 1.100 -0.179 -1.536 0.226
H 2.100 2.268 2.523 -0.166 -1.407 1.183 0.288
H 0.744 -0.462 3.059 1.156 0.715 -1.470 0.217
H 2.828 -1.309 1.116 -0.164 0.158 1.739 0.408
H 3.786 -0.414 2.401 -1.498 -0.892 0.003 0.488
H 4.167 -1.596 4.897 -1.837 -1.518 -0.825 0.274
H 3.562 -3.563 6.537 -0.788 0.093 -1.440 0.227
H 2.379 -5.769 6.692 -0.961 0.126 -0.371 0.332
H -1.774 -1.617 0.500 -0.667 -1.275 1.180 0.363
H -4.392 -2.051 1.079 0.946 -1.305 0.911 0.144
H -5.096 -4.002 2.775 2.078 -0.044 -0.186 0.390
H -4.697 -4.535 5.280 -0.683 -0.985 0.128 0.333
F 5.717 -0.757 5.217 0.383 0.413 -0.086 -0.339
C 6.454 -1.113 6.286 0.610 -0.261 0.840 0.548
C 7.833 -0.989 6.233 0.023 0.085 -0.218 -0.481
C 8.594 -1.352 7.339 -0.338 -0.079 0.116 -0.416
C 7.967 -1.844 8.482 0.044 -0.002 0.009 -0.507
C 6.581 -1.968 8.522 0.224 0.086 -0.189 -0.600
C 5.819 -1.595 7.420 -0.205 -0.003 -0.103 -0.308
H 8.303 -0.613 5.332 -0.065 -0.008 0.040 0.400
H 9.673 -1.253 7.312 -0.121 -0.006 -0.041 0.364
H 8.562 -2.131 9.343 -0.075 0.033 -0.097 0.367
H 6.095 -2.354 9.411 0.018 0.064 -0.107 0.361
H 4.738 -1.676 7.436 0.047 0.048 -0.010 0.483
F -5.299 -1.856 -0.985 -0.144 -0.137 0.043 -0.367
C -4.727 -0.770 -1.534 0.390 0.732 -0.404 0.432
C -4.460 -0.756 -2.894 -0.066 -0.184 -0.079 -0.566
C -3.872 0.368 -3.463 -0.023 0.135 0.292 -0.180
C -3.547 1.462 -2.664 0.008 0.014 -0.025 -0.582
C -3.814 1.435 -1.298 -0.012 -0.170 -0.234 -0.519
C -4.413 0.314 -0.730 -0.040 -0.108 0.174 -0.381
H -4.712 -1.620 -3.499 0.001 0.028 0.055 0.466
H -3.666 0.393 -4.528 -0.009 -0.052 0.126 0.386
H -3.084 2.337 -3.109 -0.058 -0.096 0.043 0.454
H -3.557 2.285 -0.676 -0.048 -0.108 -0.036 0.397
H -4.636 0.280 0.330 -0.002 0.003 -0.046 0.474
F -2.974 2.465 -6.665 -0.086 0.015 0.125 -0.258
C -1.986 1.747 -7.227 0.692 -0.535 -0.407 0.316
C -0.668 2.103 -6.993 -0.023 0.156 0.121 -0.307
C 0.354 1.357 -7.571 -0.282 -0.164 -0.124 -0.483
C 0.045 0.269 -8.384 0.045 -0.008 0.004 -0.557
C -1.283 -0.076 -8.615 0.161 0.235 0.179 -0.438
C -2.305 0.663 -8.029 -0.209 0.020 -0.017 -0.245
H -0.447 2.958 -6.364 -0.043 -0.054 -0.005 0.417
H 1.390 1.622 -7.388 -0.124 0.006 -0.002 0.378
H 0.843 -0.311 -8.838 -0.091 0.062 0.054 0.381
H -1.523 -0.922 -9.252 -0.014 0.090 0.078 0.417
H -3.344 0.403 -8.192 0.043 0.046 0.030 0.406
F -2.111 -1.426 -5.491 -0.080 0.168 -0.078 -0.088
C -1.624 -2.632 -5.159 0.328 -0.774 0.248 0.294
C -1.276 -3.525 -6.161 -0.033 0.087 -0.177 -0.488
C -0.766 -4.773 -5.816 -0.064 0.138 0.327 -0.431
C -0.620 -5.117 -4.474 0.013 -0.040 -0.044 -0.584
C -0.978 -4.214 -3.477 0.002 -0.025 -0.290 -0.418
C -1.477 -2.962 -3.821 -0.074 0.154 0.098 -0.425
H -1.404 -3.242 -7.199 0.008 0.036 0.069 0.416
H -0.483 -5.476 -6.592 -0.050 0.093 0.053 0.364
H -0.226 -6.093 -4.206 -0.044 0.113 -0.022 0.369
H -0.867 -4.485 -2.432 0.001 0.087 -0.095 0.453
H -1.752 -2.243 -3.058 -0.001 -0.004 -0.063 0.552
F -4.339 9.178 -6.953 0.009 0.162 -0.008 -0.314
C -4.412 7.840 -6.883 -0.046 -0.799 0.040 0.279
C -5.632 7.237 -6.619 -0.138 0.128 0.015 -0.373
C -5.708 5.849 -6.551 0.377 0.095 -0.067 -0.454
C -4.560 5.081 -6.737 -0.119 -0.073 0.022 -0.449
C -3.340 5.698 -6.996 -0.291 0.107 0.049 -0.166
C -3.265 7.085 -7.075 0.127 0.113 -0.020 -0.470
H -6.512 7.852 -6.469 0.075 0.005 -0.027 0.405
H -6.659 5.367 -6.353 0.086 0.082 -0.007 0.369
H -4.620 4.000 -6.679 0.001 0.182 -0.012 0.467
H -2.447 5.098 -7.136 -0.095 0.071 -0.006 0.274
H -2.325 7.581 -7.285 -0.070 0.017 0.026 0.411
F 3.747 3.426 3.387 0.368 0.236 0.079 -0.207
C 3.430 4.711 3.618 -0.151 0.828 0.147 0.400
C 4.295 5.711 3.202 0.137 -0.070 -0.093 -0.475
C 3.964 7.041 3.436 -0.269 -0.174 0.148 -0.391
C 2.776 7.356 4.093 0.015 0.050 -0.006 -0.487
C 1.918 6.343 4.511 0.274 0.030 -0.156 -0.482
C 2.243 5.013 4.267 -0.078 -0.179 0.043 -0.169
H 5.218 5.446 2.699 -0.070 -0.026 0.021 0.399
H 4.629 7.832 3.108 -0.042 -0.111 0.031 0.358
H 2.521 8.394 4.280 0.024 -0.120 -0.019 0.359
H 0.996 6.590 5.026 0.086 -0.062 -0.066 0.352
H 1.583 4.212 4.577 0.068 0.018 -0.019 0.342

---

91
Properties=species:S:1:pos:R:3:forces:R:3:lowdin_spin:R:1 method="wB97M-V/def2-TZVPD" spin_multiplicity=2 orbital_gap_ha="0.30823 / 0.31745" total_charge=0 e_homo_ev="-8.20 / -8.46" de_lowest_kcal_mol=8.9
C -0.894 0.692 3.318 -0.012 0.448 0.165 0.000
C -1.246 1.368 2.002 -0.611 -0.196 -0.031 0.000
O -0.489 0.882 0.877 0.446 -0.229 0.475 0.000
B 0.875 0.978 0.958 -0.249 0.158 0.143 0.000
O 1.419 2.047 1.687 0.163 0.083 -0.691 0.000
C 1.835 -0.119 0.312 -0.348 0.914 0.079 0.000
C 2.411 -0.874 1.559 -0.221 0.680 -0.981 0.000
C 2.812 -2.331 1.416 0.246 -1.096 0.904 0.000
N 3.642 -2.621 0.236 -0.036 0.435 -0.218 0.001
N 3.642 -2.599 2.623 0.114 0.519 -0.330 0.000
N 1.647 -3.207 1.551 0.145 0.421 0.008 0.000
C 3.007 0.629 -0.364 -0.132 -0.844 -0.605 0.000
C 2.800 1.107 -1.802 1.654 0.549 -0.488 0.031
C 4.218 1.230 -2.401 -0.190 -0.128 0.217 0.005
C 2.200 2.526 -1.896 -0.464 -0.103 0.085 0.019
N 2.084 0.131 -2.648 -1.045 1.200 0.561 0.389
O 1.999 0.459 -3.882 0.407 -0.316 -0.028 0.489
C 0.834 -0.412 -2.086 -0.708 -1.560 -0.169 0.030
C -0.359 0.539 -2.212 0.656 0.379 -0.533 0.020
C 0.469 -1.639 -2.946 0.246 0.356 -0.042 0.004
C 1.022 -0.979 -0.667 0.484 0.148 -0.404 0.000
H -0.443 -0.288 3.187 -0.011 -0.131 -0.099 0.000
H -1.807 0.599 3.895 -0.136 -0.160 0.088 0.000
H -0.238 1.321 3.915 0.323 -0.046 -0.011 0.000
H -1.189 2.449 2.100 0.227 0.168 -0.097 0.000
H -2.287 1.152 1.793 -0.083 -0.086 -0.286 0.000
H 1.125 2.861 1.245 0.013 -0.115 0.676 0.000
H 1.712 -0.765 2.380 -0.148 -0.505 0.223 0.000
H 3.301 -0.328 1.863 0.070 0.168 0.059 0.000
H 3.482 -1.984 -0.533 -0.060 -0.038 0.004 0.001
H 3.461 -3.552 -0.119 0.025 -0.001 0.076 0.000
H 4.432 -1.959 2.546 0.086 -0.162 0.062 0.000
H 4.071 -3.513 2.507 -0.213 -0.106 0.211 0.000
H 1.787 -4.087 1.075 -0.226 0.023 -0.067 0.000
H 0.798 -2.756 1.241 -0.025 -0.245 -0.209 0.000
H 3.306 1.502 0.209 -0.074 0.082 0.278 0.000
H 3.891 -0.009 -0.380 0.066 -0.184 0.054 0.000
H 4.708 0.261 -2.449 0.052 -0.096 -0.143 0.000
H 4.792 1.882 -1.747 0.163 0.069 0.069 0.000
H 4.195 1.680 -3.386 -0.005 0.020 -0.160 0.000
H 1.489 2.606 -2.711 -0.137 -0.038 -0.069 0.003
H 1.724 2.842 -0.969 -0.204 -0.056 0.036 0.001
H 2.981 3.247 -2.102 0.200 0.095 0.052 0.002
H -1.259 -0.038 -2.031 -0.165 0.105 0.347 0.002
H -0.292 1.427 -1.595 -0.216 -0.045 0.314 0.000
H -0.394 0.874 -3.247 -0.036 0.047 -0.140 0.003
H 1.364 -2.223 -3.145 0.110 -0.117 -0.048 0.000
H 0.061 -1.299 -3.893 -0.085 -0.159 -0.170 0.000
H -0.243 -2.260 -2.412 -0.200 -0.025 -0.035 0.000
H 0.014 -1.167 -0.310 -0.111 0.032 0.271 0.000
H 1.455 -1.960 -0.820 0.276 -0.147 0.163 0.000
C 5.162 -0.568 -6.060 -0.083 0.078 0.019 0.000
O 5.366 -1.216 -5.048 0.045 -0.024 0.004 0.000
N 5.852 -0.798 -7.222 0.084 -0.058 -0.080 0.000
N 4.238 0.434 -6.118 0.039 0.076 0.127 0.001
H 5.705 -0.281 -8.067 -0.025 0.012 0.023 0.000
H 6.539 -1.528 -7.210 -0.016 0.008 0.021 0.000
H 3.710 0.624 -5.281 -0.192 -0.109 -0.003 0.000
H 4.060 0.977 -6.941 0.028 -0.048 -0.025 0.000
C -5.099 1.642 3.539 -0.034 0.137 0.007 0.000
O -3.897 1.739 3.752 -0.011 -0.041 -0.024 0.000
N -5.782 0.479 3.760 0.024 -0.162 0.017 0.000
N -5.851 2.671 3.067 0.005 -0.046 0.042 0.000
H -6.765 0.376 3.593 -0.001 0.065 -0.009 0.000
H -5.260 -0.303 4.109 0.002 0.027 0.007 0.000
H -5.379 3.540 2.897 0.010 -0.014 0.043 0.000
H -6.840 2.609 2.881 0.051 0.084 -0.152 0.000
C -8.590 3.757 0.722 0.016 0.047 -0.119 0.000
O -8.418 3.109 1.743 -0.105 -0.039 0.108 0.000
N -7.810 3.590 -0.383 0.062 -0.055 -0.007 0.000
N -9.575 4.693 0.614 -0.055 0.014 0.061 0.000
H -7.930 4.108 -1.232 -0.017 0.013 0.018 0.000
H -7.076 2.907 -0.329 -0.006 0.016 0.012 0.000
H -10.163 4.834 1.414 0.015 -0.010 -0.007 0.000
H -9.736 5.236 -0.212 0.023 -0.020 -0.009 0.000
C -2.873 -4.201 -1.893 -0.005 -0.022 -0.007 0.000
O -1.910 -3.637 -1.404 0.034 0.036 0.051 0.000
N -2.778 -5.428 -2.485 0.031 -0.061 -0.025 0.000
N -4.123 -3.648 -1.886 -0.066 0.064 0.004 0.000
H -3.556 -5.911 -2.894 -0.009 0.024 0.011 0.000
H -1.872 -5.858 -2.506 -0.006 0.021 0.006 0.000
H -4.223 -2.748 -1.456 0.022 -0.018 0.007 0.000
H -4.930 -4.093 -2.281 0.024 -0.022 -0.003 0.000
C 2.784 -0.629 6.016 -0.094 0.084 -0.150 0.000
O 3.447 -1.578 6.389 0.041 0.005 0.068 0.000
N 2.470 -0.404 4.705 0.159 -0.066 0.177 0.000
N 2.293 0.305 6.895 -0.025 0.081 0.136 0.000
H 1.926 0.381 4.400 0.019 0.019 0.007 0.000
H 2.812 -1.075 4.032 -0.003 -0.217 0.129 0.000
H 2.502 0.173 7.867 0.002 -0.018 -0.020 0.000
H 1.743 1.095 6.616 -0.002 -0.025 -0.033 0.000

---

53
Properties=species:S:1:pos:R:3:forces:R:3:nbo_charge:R:1 method="wB97M-V/def2-TZVPD" spin_multiplicity=4 orbital_gap_ha="0.29646 / 0.30095" total_charge=+2 e_homo_ev="-16.15 / -16.13"
C 1.743 2.682 -0.819 -0.157 0.274 -0.672 -0.583
H 2.560 3.334 -0.489 -0.127 -0.336 0.093 0.269
H 2.070 2.179 -1.737 0.037 0.091 0.044 0.221
H 1.593 1.915 -0.052 0.262 -0.079 0.505 0.116
C 0.464 3.490 -1.064 0.206 0.241 0.242 -0.392
H -0.345 2.811 -1.364 -0.282 -0.110 -0.142 0.164
H 0.142 3.957 -0.125 0.054 -0.067 -0.230 0.211
C 0.647 4.571 -2.135 -0.023 -0.104 -0.123 -0.610
H -0.276 5.137 -2.296 0.189 -0.139 0.073 0.239
H 1.431 5.280 -1.845 -0.154 -0.169 0.010 0.233
H 0.941 4.126 -3.094 -0.047 0.081 0.156 0.215
C -0.899 -1.884 -0.089 -1.516 -3.930 -1.157 -0.303
C -1.602 -1.157 -1.134 0.005 -1.638 -0.097 -0.137
C -0.638 -0.804 -2.078 0.172 -0.901 -1.165 -0.153
C 0.628 -1.426 -1.716 -0.244 -0.621 -1.256 -0.163
C 0.452 -2.166 -0.548 -1.149 -1.040 -0.341 -0.125
C 1.420 -3.090 0.108 0.344 0.203 0.310 -0.646
C 1.865 -1.341 -2.547 0.321 0.191 0.007 -0.646
C -0.850 -0.007 -3.322 -0.018 0.353 -0.078 -0.648
C -3.067 -0.885 -1.172 -0.155 0.502 0.186 -0.645
C -1.566 -2.582 1.050 -0.197 -0.215 0.249 -0.632
Er 0.000 0.000 0.000 2.941 7.888 1.984 1.962
H 2.751 -1.634 -1.986 0.001 -0.056 -0.027 0.241
H 1.798 -1.995 -3.420 -0.082 0.013 0.064 0.276
H 2.038 -0.332 -2.922 -0.003 0.032 -0.083 0.233
H 2.451 -2.837 -0.134 0.023 -0.047 -0.060 0.243
H 1.331 -3.066 1.194 -0.051 -0.093 0.082 0.231
H 1.254 -4.123 -0.209 -0.113 0.115 -0.040 0.281
H -2.406 -2.009 1.439 -0.057 -0.053 -0.013 0.228
H -1.950 -3.554 0.730 -0.016 0.039 0.021 0.266
H -0.879 -2.756 1.876 0.005 -0.088 0.010 0.223
H -3.302 -0.010 -1.777 -0.022 -0.034 -0.064 0.244
H -3.613 -1.732 -1.597 0.159 -0.024 0.051 0.282
H -3.472 -0.704 -0.177 -0.111 -0.067 0.084 0.235
H -0.027 0.684 -3.511 0.070 0.010 -0.059 0.233
H -0.924 -0.657 -4.198 0.028 -0.037 0.095 0.275
H -1.764 0.583 -3.275 -0.038 -0.035 -0.033 0.241
C 1.838 -1.271 3.603 1.582 -1.363 0.537 -0.291
O 1.068 -0.151 4.004 -1.239 -1.009 -3.041 -0.722
P 0.016 0.127 2.704 1.083 1.961 7.515 1.578
O -1.271 0.272 3.824 2.010 1.656 -3.151 -0.748
C -1.832 -0.977 4.119 -1.372 -1.494 1.060 -0.282
O 0.781 1.626 2.453 -1.963 -2.150 -0.447 -0.757
C -0.256 2.576 2.298 -0.558 2.356 0.214 -0.289
H 2.349 -1.105 2.630 -0.211 -0.151 0.326 0.162
H 1.222 -2.197 3.576 0.414 0.415 -0.086 0.178
H 2.643 -1.428 4.341 -0.415 0.089 -0.294 0.249
H -2.677 -1.160 3.435 0.391 -0.259 0.285 0.186
H -1.101 -1.815 4.132 -0.364 0.470 -0.178 0.180
H -2.257 -0.938 5.150 0.434 0.169 -0.776 0.250
H -0.882 2.665 3.215 0.284 -0.291 -0.735 0.245
H 0.201 3.576 2.148 -0.213 -0.696 -0.091 0.245
H -0.886 2.357 1.409 -0.119 0.146 0.238 0.138

---

20
Properties=species:S:1:pos:R:3:forces:R:3:nbo_charge:R:1 method="wB97M-V/def2-TZVPD" orbital_gap_ha=0.27891 total_charge=+1 e_homo_ev=-12.60 de_lowest_kcal_mol=57.6
C 2.346 -0.716 -1.634 0.578 -0.502 -0.461 0.329
C -0.612 -1.571 1.077 0.655 2.519 -0.399 -1.161
C -2.679 0.818 2.396 0.253 -2.331 0.007 -1.176
C -0.655 1.554 0.140 -0.710 1.233 -1.053 -1.272
N 3.180 -0.590 -2.729 -3.286 1.504 -0.626 -0.805
N 1.091 -0.406 -1.510 0.374 0.586 -0.969 -0.834
Si -1.353 0.173 1.178 -0.722 0.349 0.131 1.937
H 2.877 -1.200 -0.770 -0.734 0.487 -0.704 0.175
H -0.242 -1.683 2.095 -0.195 -0.633 0.285 0.270
H -1.271 -2.356 0.712 0.175 0.007 0.173 0.297
H 0.288 -1.342 0.439 -0.926 -0.692 0.124 0.309
H -2.092 1.645 2.821 -1.003 0.361 -0.047 0.272
H -3.658 0.971 1.883 0.977 0.836 0.143 0.300
H -2.991 0.089 3.205 0.832 0.698 -0.750 0.283
H -1.428 2.107 -0.513 0.383 -0.844 1.369 0.303
H -0.120 2.429 0.652 -0.505 -1.557 -0.479 0.311
H -0.078 1.067 -0.659 0.562 0.291 0.808 0.304
H 4.091 -0.909 -2.907 1.053 -0.634 0.667 0.417
H 2.729 -0.178 -3.562 0.526 -0.413 0.758 0.390
H 0.579 0.098 -2.314 1.713 -1.266 1.024 0.352